# 1
H3N2O4 | ωB97M-V/def2-TZVPD

Properties
Charge   -1
LUMO level (spin up / spin down)   4.6 / 4.6 eV
Multiplicity   1
Kohn-Sham gap (spin up / spin down)   8.218 / 8.216 eV

Atoms and positions in Å:
N1 0.4509 2.1830 0.0452
N2 0.9706 -0.2917 -0.3133
O1 1.9964 0.4083 -0.4754
O2 -2.0167 -1.5693 0.0312
O3 -0.3375 1.2222 -0.0012
O4 0.8774 -1.5354 -0.4006
H1 -1.5365 -0.7018 -0.1950
H2 0.8059 2.3319 1.0946
H3 -1.2105 -2.0471 0.2145

Mulliken atomic charge list, values in e, 4 entries: atom 1 (N): -0.174, atom 2 (N): 0.389, atom 3 (O): -0.545, atom 4 (O): -0.692



# 2
C5H7O2S | ωB97M-V/def2-TZVPD

Properties
Charge   -1
LUMO level   3.6 eV
Multiplicity   1
Kohn-Sham gap   6.984 eV

Atoms and positions in Å:
C1 -2.8778 -0.3089 0.3146
C2 -1.5804 -0.1066 0.0634
C3 0.4385 1.3747 0.2287
C4 0.6143 -1.1764 -0.5130
C5 -0.2141 0.0710 -0.0719
O1 -5.4593 1.0952 -0.1951
O2 -5.4645 -1.2234 0.7385
S1 -4.9836 -0.3326 -0.3768
H1 -3.0683 -0.9798 1.2563
H2 1.1516 1.3017 1.1820
H3 -0.1476 2.1715 0.3296
H4 1.0144 1.5207 -0.6008
H5 1.6843 -1.1912 -0.0608
H6 0.7173 -1.0530 -1.5738
H7 0.0857 -1.9494 -0.1619

Mulliken atomic charge list, values in e, 4 entries: atom 1 (C): -1.005, atom 2 (C): 0.553, atom 3 (C): -1.290, atom 4 (C): -1.235



# 3
C4H11NS2 | ωB97M-V/def2-TZVPD

Properties
Charge   +1
LUMO level (spin up / spin down)   -3.8 / -7.5 eV
Multiplicity   2
Kohn-Sham gap (spin up / spin down)   9.600 / 5.910 eV

Atoms and positions in Å:
N1 0.9647 1.8678 2.8155
C1 0.7636 0.4617 2.5993
C2 0.8837 0.1336 1.1203
S1 -0.3280 -1.1770 0.6345
S2 -0.4243 -0.9902 -1.3414
C3 -0.3192 0.7912 -1.7396
C4 -0.9162 1.0467 -3.1091
H1 1.9518 2.0864 2.8268
H2 0.5855 2.1580 3.7056
H3 1.2841 -0.2195 3.2847
H4 -0.2537 0.1823 2.8840
H5 0.7346 1.0632 0.5898
H6 1.8235 -0.2612 0.7277
H7 -0.7415 1.4019 -0.9481
H8 0.7605 0.9744 -1.7232
H9 -0.5793 2.0304 -3.4601
H10 -1.9941 1.1335 -3.1430
H11 -0.4163 0.3689 -3.7964

Mulliken atomic charge list, values in e, 4 entries: atom 1 (N): -0.606, atom 2 (C): -0.563, atom 3 (C): -0.588, atom 4 (S): 0.147



# 4
C7H15O4S3 | ωB97M-V/def2-TZVPD

Properties
Charge   -1
LUMO level   3.0 eV
Multiplicity   1
Kohn-Sham gap   7.284 eV

Atoms and positions in Å:
C1 1.5579 -1.7354 0.5464
C2 0.0205 -1.8415 0.7121
C3 2.1881 -0.8336 -0.5970
C4 -0.6554 -0.8238 1.4628
C5 2.8964 1.4995 -1.0651
C6 2.2825 0.5628 -0.0769
C7 -1.8223 -0.2694 1.0513
O1 -0.8691 0.7425 -1.1935
O2 -3.3215 0.8079 -0.7972
O3 3.3188 2.7009 -0.4912
O4 1.0995 1.1710 0.3586
S1 -3.0139 0.4370 1.9738
S2 -6.1714 0.0255 -0.9396
S3 -2.0847 -0.0476 -0.7805
H1 2.1201 -1.5084 1.4696
H2 1.8029 -2.7097 0.3680
H3 -0.1445 -2.6743 1.3666
H4 -0.5555 -1.9876 -0.1662
H5 1.6131 -0.9967 -1.4807
H6 3.1705 -1.1351 -0.9582
H7 -6.3022 1.3506 -0.7228
H8 -0.4293 -0.7501 2.5108
H9 2.1408 1.6331 -1.8314
H10 3.8173 1.1342 -1.4922
H11 3.0025 0.6049 0.8260
H12 2.6762 2.8084 0.2099
H13 0.3708 0.9292 -0.3263
H14 -3.7974 0.8063 0.8966
H15 -4.9107 0.0994 -0.8336

Mulliken atomic charge list, values in e, 4 entries: atom 1 (C): -0.940, atom 2 (C): -0.345, atom 3 (C): -0.742, atom 4 (C): -0.760



# 5
C4H11NOP | ωB97M-V/def2-TZVPD

Properties
Charge   +1
LUMO level   -5.1 eV
SMILES   C/[NH+]=C\[C@@](C)(O)P
Multiplicity   1
Kohn-Sham gap   7.823 eV

Atoms and positions in Å:
C1 0.4586 -0.3226 -0.1288
C2 1.1527 -1.7332 0.0606
C3 -2.0550 1.4964 -0.2790
C4 -0.8699 -0.4726 0.6322
N1 -1.8873 0.2842 0.4806
O1 0.2087 0.1396 -1.4275
P1 2.0013 1.1017 0.6506
H1 1.5591 -1.8832 1.0573
H2 0.4656 -2.4834 -0.2692
H3 2.0108 -1.7746 -0.6021
H4 -1.8817 2.3824 0.3784
H5 -1.2665 1.6339 -0.9294
H6 -2.9764 1.4218 -0.7383
H7 -0.7130 -1.2092 1.4295
H8 0.8670 0.0405 -2.1018
H9 -2.7171 0.0193 0.8676
H10 2.9102 0.1943 1.4632
H11 2.7330 1.1646 -0.5437

Mulliken atomic charge list, values in e, 4 entries: atom 1 (C): 0.503, atom 2 (C): -1.690, atom 3 (C): -0.825, atom 4 (C): -0.028



# 6
C4H14N3O | ωB97M-V/def2-TZVPD

Properties
Charge   +1
LUMO level   -3.4 eV
Multiplicity   1
Kohn-Sham gap   7.675 eV

Atoms and positions in Å:
C1 -0.7232 -0.7337 -2.2770
C2 -0.4378 0.6838 -1.7523
C3 -0.0197 0.7140 -0.3039
C4 1.1685 1.1577 0.0849
N1 1.5478 1.3663 1.4495
N2 -1.0290 0.3072 0.5656
N3 0.4182 -1.6377 -1.8758
H1 -0.9235 -0.8937 -3.3415
H2 -1.5472 -1.2552 -1.7826
H3 0.4851 0.8803 -2.3464
H4 -1.0477 1.4904 -2.1318
H5 1.9605 1.3310 -0.6359
H6 2.5490 1.5050 1.4462
H7 1.2169 0.5968 2.0238
H8 -1.9653 0.5007 0.2594
H9 -0.8906 0.4690 1.5502
H10 0.5396 -1.6070 -0.8586
H11 0.1721 -2.6010 -2.0960
H12 1.3311 -1.4414 -2.2823
H13 -0.9293 -1.0189 4.6030
H14 -1.0858 0.2814 5.2653
O1 -0.7898 -0.0949 4.4361

Mulliken atomic charge list, values in e, 4 entries: atom 1 (C): -0.634, atom 2 (C): -0.901, atom 3 (C): 0.322, atom 4 (C): -0.088



# 7
C44H39AsBiGeN5O4 | ωB97M-V/def2-TZVPD

Properties
Charge   -2
LUMO level   4.1 eV
Multiplicity   1
Kohn-Sham gap   4.148 eV

Atoms and positions in Å:
Bi1 1.8435 -1.7546 0.5661
N1 1.1542 -1.5597 5.4278
C1 1.6903 -1.4309 4.1549
N2 1.1560 -1.9353 3.1167
C2 0.0315 -2.7391 3.2074
N3 -0.3834 -3.4376 2.1651
N4 0.2447 -3.2996 1.0276
C3 -0.0262 -4.1580 0.0151
C4 0.7125 -4.1017 -1.1385
C5 0.6262 -5.0746 -2.1863
C6 1.4886 -5.0341 -3.2313
C7 2.4650 -4.0093 -3.2930
C8 2.4737 -3.0680 -2.2998
N5 1.6370 -3.0816 -1.2694
C9 -0.6109 -2.9021 4.4865
C10 -1.7516 -3.6850 4.7002
C11 -2.3137 -3.7994 5.9670
C12 -1.7721 -3.1319 7.0425
C13 -0.6105 -2.3651 6.8573
C14 -0.0384 -2.2636 5.6102
H1 1.5685 -1.0820 6.2115
H2 2.6205 -0.8873 4.0784
H3 -0.7777 -4.9200 0.1754
H4 -0.1233 -5.8504 -2.0955
H5 1.4540 -5.7762 -4.0198
H6 3.1713 -3.9622 -4.1065
H7 3.1647 -2.2392 -2.3056
H8 -2.1765 -4.2020 3.8543
H9 -3.1920 -4.4193 6.1055
H10 -2.2168 -3.2050 8.0270
H11 -0.1517 -1.8636 7.7002
O1 4.5816 0.8980 -1.7254
C15 3.8527 0.3132 -0.9280
O2 2.8013 -0.3546 -1.2472
C16 4.1277 0.3684 0.5885
O3 5.1910 -0.0378 1.0602
O4 3.1575 0.8333 1.2790
C17 1.4172 1.5784 3.2147
As1 0.7761 1.3079 1.3813
C18 1.3093 3.0352 0.6367
C19 -1.1501 1.6928 2.0036
C20 -1.5638 3.0915 2.1266
C21 -1.5142 3.7770 3.3425
C22 -1.8687 5.1110 3.4241
C23 -2.3063 5.7892 2.2979
C24 -2.3887 5.1132 1.0881
C25 -2.0205 3.7875 1.0018
H12 1.0804 2.5737 3.5161
H13 2.5002 1.5410 3.2209
H14 1.0076 0.8392 3.8972
H15 0.6518 3.8284 0.9999
H16 1.2964 3.0050 -0.4489
H17 2.3316 3.1984 0.9712
H18 -1.2203 1.1644 2.9596
H19 -1.7668 1.1689 1.2817
H20 -1.1970 3.2450 4.2314
H21 -1.8202 5.6266 4.3764
H22 -2.5810 6.8351 2.3567
H23 -2.7492 5.6280 0.2076
H24 -2.0731 3.2632 0.0564
C26 0.2014 -0.2244 0.3477
Ge1 0.2357 0.3056 -1.5885
C27 1.1371 1.7647 -2.7039
C28 0.5564 3.0260 -2.7894
C29 1.1156 4.0272 -3.5635
C30 2.2956 3.7929 -4.2503
C31 2.8916 2.5475 -4.1658
C32 2.3149 1.5484 -3.4021
C33 -0.0860 -1.2147 -2.8316
C34 0.5081 -1.3379 -4.0763
C35 0.0600 -2.2712 -4.9960
C36 -1.0097 -3.0936 -4.6881
C37 -1.5957 -3.0013 -3.4362
C38 -1.1365 -2.0700 -2.5255
C39 -1.6790 0.9537 -2.0355
C40 -2.7711 0.9635 -1.1803
C41 -4.0144 1.4330 -1.5723
C42 -4.2114 1.8544 -2.8738
C43 -3.1613 1.7762 -3.7746
C44 -1.9215 1.3388 -3.3508
H25 -0.3623 3.2265 -2.2485
H26 0.6297 4.9942 -3.6297
H27 2.7511 4.5805 -4.8406
H28 3.8247 2.3563 -4.6780
H29 2.8179 0.6011 -3.3191
H30 1.3333 -0.6915 -4.3358
H31 0.5430 -2.3491 -5.9653
H32 -1.3859 -3.8055 -5.4162
H33 -2.4207 -3.6541 -3.1766
H34 -1.5984 -1.9875 -1.5521
H35 -2.6484 0.5720 -0.1828
H36 -4.8290 1.4777 -0.8576
H37 -5.1785 2.2270 -3.1881
H38 -3.3150 2.0673 -4.8080
H39 -1.1111 1.2832 -4.0663

Mulliken atomic charge list, values in e, 4 entries: atom 1 (Bi): 0.632, atom 2 (N): 0.040, atom 3 (C): -1.066, atom 4 (N): -0.021



# 8
C6H10S | ωB97M-V/def2-TZVPD

Properties
Charge   0
LUMO level   0.2 eV
Multiplicity   1
Kohn-Sham gap   8.460 eV

Atoms and positions in Å:
C1 -0.0497 -1.8768 -0.2581
C2 -1.3624 0.6571 0.6078
C3 -0.0459 1.0484 0.0466
C4 -0.2149 -0.2355 0.8452
C5 0.2356 -3.0051 0.6667
C6 0.3908 -0.4496 2.2809
S1 -0.4004 -1.7099 -1.7921
H1 -1.5382 1.1110 1.5058
H2 -2.1849 0.3490 -0.0543
H3 0.1872 0.7588 -1.0149
H4 0.4578 1.9423 0.4060
H5 1.3929 -2.9183 0.7206
H6 -0.0347 -3.9432 0.0982
H7 -0.3251 -2.8368 1.5776
H8 1.2440 -1.1071 2.2193
H9 -0.4220 -0.9849 2.7946
H10 0.5872 0.4934 2.7565

Mulliken atomic charge list, values in e, 4 entries: atom 1 (C): 0.407, atom 2 (C): -0.670, atom 3 (C): -0.620, atom 4 (C): 0.912



Across the entries above, ΔE to the lowest compared entry with this formula, charge and spin takes the values 14.92; 77.49; 0.12; 11.11; 49.16; 50.22; 43.97; 82.07 kcal/mol, respectively.
Across the entries above, electronic energy takes the values -412.12264; -743.29775; -1009.82650; -1771.22910; -630.00490; -400.05251; -6802.08584; -632.67870 Ha, respectively.